Formula: C16H10Cl5N10O2S2Ti
Source: the OMol25 dataset
Level of theory: ωB97M-V/def2-TZVPD

The geometry in XYZ format:
```
46
C16H10Cl5N10O2S2Ti ωB97M-V/def2-TZVPD
Ti 0.226 0.127 -0.637
Cl -4.791 -1.368 4.750
C -3.850 -0.823 3.410
C -2.571 -1.329 3.192
Cl -1.916 -2.513 4.261
C -1.822 -0.886 2.115
Cl -0.231 -1.473 1.818
C -2.301 0.071 1.198
O -1.613 0.467 0.190
C -3.601 0.570 1.448
Cl -4.213 1.740 0.344
C -4.354 0.133 2.526
Cl -5.936 0.772 2.782
S 1.340 0.553 -2.824
C 2.372 -0.824 -3.115
C 3.080 -0.822 -4.357
N 3.647 -0.794 -5.360
C 2.535 -1.858 -2.245
S 1.723 -1.973 -0.707
C 3.411 -2.939 -2.571
N 4.119 -3.817 -2.803
N -2.995 -4.174 -1.718
N -2.175 -3.108 -2.053
N -1.655 -2.968 -3.250
C -1.019 -1.812 -3.119
N -1.172 -1.306 -1.888
N -1.920 -2.152 -1.217
H -2.613 -4.989 -2.187
H -2.908 -4.298 -0.714
H -0.427 -1.341 -3.883
C 0.941 4.818 0.109
N 1.506 3.594 0.643
C 2.444 3.606 1.692
C 2.954 2.393 2.139
C 2.502 1.213 1.591
N 1.515 1.236 0.630
C 1.059 2.417 0.161
O 0.195 2.344 -0.752
N 2.939 -0.051 1.958
H 1.506 5.660 0.500
H -0.107 4.919 0.394
H 1.001 4.814 -0.978
H 2.755 4.576 2.041
H 3.714 2.384 2.908
H 3.856 -0.066 2.373
H 2.852 -0.725 1.203
```

Calculated values
Expectation value of S²: 2.022
Kohn-Sham gap (alpha / beta) (Ha): 0.18243 / 0.26151
E_LUMO (alpha / beta) (eV): 2.17 / 2.17
Spin multiplicity: 3
Net charge: -1

Löwdin atomic charge list, values in e, 8 entries: 0.662 0.641 -0.725 -0.704 0.673 -0.580 0.750 -0.476

***

Formula: C16H10CrN3O2S9Sb
Source: the OMol25 dataset
Level of theory: ωB97M-V/def2-TZVPD

The geometry in XYZ format:
```
42
C16H10CrN3O2S9Sb ωB97M-V/def2-TZVPD
Cr -0.355 -1.042 -1.444
S -3.932 -3.479 -4.074
Sb -1.761 -3.070 -3.677
S -1.267 -0.698 -3.492
S -1.228 -3.089 -1.295
S -0.099 -4.146 -4.762
O 4.013 3.484 2.607
N 3.667 3.380 1.459
O 3.855 4.222 0.620
C 2.956 2.113 1.041
C 2.930 1.154 1.953
C 2.275 -0.097 1.708
C 2.250 -1.153 2.634
C 1.603 -2.305 2.300
C 0.926 -2.381 1.064
N 0.919 -1.396 0.210
C 1.632 -0.280 0.506
C 1.721 0.740 -0.524
N 1.129 0.423 -1.709
C 1.239 1.257 -2.707
C 1.858 2.508 -2.556
C 2.388 2.870 -1.359
C 2.373 1.948 -0.284
H 3.424 1.331 2.899
H 2.741 -1.039 3.598
H 1.572 -3.154 2.973
H 0.349 -3.253 0.774
H 0.790 0.933 -3.638
H 1.887 3.189 -3.398
H 2.822 3.845 -1.233
C -2.329 -0.918 2.727
S -3.028 -1.960 1.427
C -3.741 -0.750 0.372
C -3.124 0.265 -0.256
S -1.422 0.693 -0.206
S -4.176 1.306 -1.174
C -5.673 0.534 -0.837
S -7.138 1.089 -1.346
S -5.459 -0.885 0.106
H -2.133 -1.590 3.569
H -3.046 -0.155 3.031
H -1.406 -0.448 2.393
```

Calculated values
Expectation value of S²: 3.845
Kohn-Sham gap (alpha / beta) (Ha): 0.16942 / 0.16998
E_LUMO (alpha / beta) (eV): 0.04 / 0.06
Spin multiplicity: 4
Net charge: -1

Löwdin atomic charge list, values in e, 8 entries: -0.063 -0.244 -0.143 0.026 0.038 -0.281 0.084 -0.341

***

Computed max |F|, in the same sequence as the records: 0.61; 1.48 eV Å⁻¹.